A 17-piece molecular cluster, C80H211N17O23 overall at a distorted geometry. Source: the Open Molecules 2025 dataset; level of theory: the ωB97M-V functional and the def2-TZVPD basis.

```
! wB97M-V def2-TZVPD RIJCOSX def2/J DEFGRID3
* xyz 0 1
C -6.10775 -3.28153 -5.48235
C -4.78048 -2.61758 -5.98233
C -4.59349 -2.82969 -7.50493
O -3.35986 -2.26453 -7.97651
C -3.32954 -2.22296 -9.42227
N -4.90514 -1.21535 -5.63020
H -6.92414 -2.82246 -6.03988
H -6.24847 -3.20883 -4.40392
H -6.12581 -4.34569 -5.71764
H -3.96239 -3.08281 -5.43244
H -5.48213 -2.38171 -7.94960
H -4.55279 -3.90241 -7.69391
H -2.96379 -3.21469 -9.68834
H -2.47631 -1.70080 -9.85520
H -4.25142 -1.95745 -9.93972
H -4.09593 -0.75748 -6.02473
H -5.64634 -0.72406 -6.10911
C 3.26731 7.34564 3.79265
C 3.24980 6.38351 2.57178
C 1.87644 6.53607 1.74853
O 0.70168 6.25898 2.56727
C -0.53206 6.45521 1.80209
N 4.37538 6.73196 1.75409
H 2.44676 7.04741 4.44521
H 2.97830 8.34619 3.47098
H 4.19766 7.43343 4.35375
H 3.38798 5.38892 2.99582
H 1.94142 6.00358 0.79967
H 1.70196 7.56293 1.42727
H -0.47552 6.01492 0.80658
H -0.57112 7.54450 1.80653
H -1.44110 6.01790 2.21503
H 5.26416 6.69179 2.23218
H 4.33438 7.71312 1.51801
C -3.84089 3.98402 1.20286
C -3.55029 2.99159 0.11157
C -2.08150 3.07454 -0.36126
O -1.83824 4.35658 -0.96803
C -0.49967 4.51936 -1.43844
N -3.92880 1.61660 0.56865
H -3.16038 3.84752 2.04331
H -4.80001 3.91840 1.71655
H -3.70513 4.95545 0.72746
H -4.19041 3.21864 -0.74095
H -1.96629 2.22138 -1.02980
H -1.42561 2.93155 0.49750
H -0.30657 5.55125 -1.73172
H -0.43114 3.86978 -2.31105
H 0.28358 4.39103 -0.69135
H -3.78664 0.90952 -0.13841
H -4.92068 1.65553 0.75505
C 0.39902 -3.33217 -2.22897
C -0.00781 -4.32102 -3.34059
C 0.58562 -4.00570 -4.76802
O 0.26041 -2.66504 -5.26104
C -1.03122 -2.52145 -5.94660
N 0.41860 -5.65683 -2.87490
H 0.09658 -2.33258 -2.54112
H 1.45913 -3.17005 -2.03409
H -0.09354 -3.61933 -1.29998
H -1.08516 -4.25341 -3.49167
H 0.27893 -4.69535 -5.55444
H 1.67032 -4.07411 -4.85074
H -1.17889 -1.46436 -6.16760
H -1.85259 -2.76550 -5.27288
H -1.02936 -3.16447 -6.82673
H 0.06489 -5.72237 -1.93115
H -0.18486 -6.26846 -3.40579
C -6.72184 1.25887 -1.46172
C -7.20366 0.53069 -0.25596
C -6.59574 -0.88487 -0.11939
O -6.90861 -1.38481 1.18060
C -6.33598 -2.63583 1.49730
N -6.96363 1.36671 0.89963
H -5.69702 1.62880 -1.49347
H -7.42521 2.03749 -1.75687
H -6.71688 0.54448 -2.28495
H -8.29195 0.48982 -0.30129
H -5.51396 -0.83447 -0.24311
H -6.97885 -1.55344 -0.89032
H -6.83835 -3.50987 1.08284
H -6.23104 -2.86840 2.55701
H -5.32046 -2.62806 1.10135
H -7.82396 1.85199 1.11042
H -6.78976 0.75341 1.68304
C 3.50157 4.57172 -1.55571
C 4.91352 4.44014 -0.97455
C 5.88128 5.58909 -1.37154
O 5.86505 5.60794 -2.81594
C 6.27073 6.90018 -3.40979
N 4.82996 4.14319 0.51426
H 2.83197 3.73364 -1.36245
H 3.57435 4.79065 -2.62102
H 3.10706 5.47613 -1.09255
H 5.22611 3.53231 -1.49051
H 6.85169 5.45719 -0.89298
H 5.42365 6.52099 -1.03953
H 6.43374 6.96712 -4.48545
H 7.19379 7.22658 -2.93068
H 5.44864 7.56604 -3.14727
H 5.76284 3.96322 0.85700
H 4.47863 4.95398 1.00342
C -0.92602 2.10334 5.19679
C -0.29036 3.42313 4.82562
C 1.20512 3.35169 5.06900
O 1.60738 3.02406 6.41322
C 1.41936 3.98704 7.41176
N -0.52326 3.75405 3.46319
H -0.94311 1.77081 6.23469
H -0.31257 1.39173 4.64416
H -1.93907 2.14275 4.79643
H -0.64894 4.24199 5.44931
H 1.69072 4.29842 4.83231
H 1.62818 2.62106 4.37961
H 1.95155 4.92289 7.24128
H 1.80385 3.51863 8.31778
H 0.37297 4.19768 7.63272
H 0.00993 4.55182 3.14797
H -0.19870 3.05824 2.80700
C 2.19279 -0.79982 6.42775
C 3.48314 -0.08359 6.88744
C 4.40048 0.21009 5.68411
O 4.90204 -1.05325 5.12435
C 5.76816 -0.94474 3.96694
N 3.06390 1.04755 7.63358
H 2.45019 -1.83713 6.21367
H 1.72297 -0.41949 5.52071
H 1.47810 -0.88296 7.24653
H 4.02501 -0.77362 7.53422
H 5.34186 0.69905 5.93469
H 4.01546 1.01555 5.05872
H 6.33929 -1.83863 3.71619
H 6.41039 -0.06618 4.02830
H 5.06518 -0.79492 3.14751
H 2.38466 0.81352 8.34348
H 2.47256 1.58362 7.01469
C -3.99260 -4.51547 5.01599
C -3.49369 -3.69795 3.83101
C -3.42435 -2.14542 4.06191
O -4.80205 -1.74569 4.21424
C -5.04411 -0.35225 3.98392
N -2.12820 -4.13301 3.71234
H -3.40947 -4.47877 5.93616
H -4.19716 -5.52511 4.65979
H -4.93754 -4.03277 5.26539
H -4.07285 -3.93397 2.93826
H -3.00073 -1.60433 3.21583
H -2.76153 -1.95639 4.90633
H -6.12534 -0.22958 4.04709
H -4.84124 -0.03074 2.96237
H -4.58479 0.37221 4.65645
H -1.61803 -3.88667 4.54849
H -2.07001 -5.14098 3.68591
C 2.39791 -2.88544 2.99449
C 2.05218 -4.39472 3.11351
C 3.25626 -5.25593 2.56159
O 3.03156 -6.61859 2.74204
C 1.76700 -7.10443 2.14325
N 1.65098 -4.71736 4.48547
H 1.63027 -2.23643 3.41594
H 2.50914 -2.52678 1.97122
H 3.32160 -2.63678 3.51706
H 1.12291 -4.52325 2.55849
H 4.15710 -5.01304 3.12516
H 3.45602 -4.99567 1.52214
H 0.79504 -6.71055 2.44028
H 1.76455 -8.16261 2.40470
H 1.83414 -7.06597 1.05601
H 2.43581 -5.12385 4.97427
H 1.08762 -5.55163 4.40350
C -3.87682 -6.16293 1.00778
C -2.32862 -6.20242 0.82056
C -1.84733 -6.83126 -0.47754
O -0.44455 -6.88349 -0.40092
C 0.04406 -8.10727 -0.97921
N -1.91248 -4.82911 0.87685
H -4.38865 -5.48709 0.32268
H -4.08446 -6.06989 2.07377
H -4.36454 -7.09739 0.73024
H -1.83783 -6.78628 1.59924
H -2.08776 -6.15053 -1.29417
H -2.30764 -7.81647 -0.55226
H 1.12247 -8.18630 -0.84186
H -0.26276 -8.10495 -2.02513
H -0.29649 -8.99212 -0.44146
H -1.88666 -4.50356 1.83259
H -0.93184 -4.89376 0.64391
C 6.98808 2.91619 -5.10407
O 5.73927 2.75422 -5.61983
C 4.65421 2.86965 -4.67264
C 3.30778 2.60296 -5.36181
N 3.34587 1.27621 -5.95200
C 3.12573 0.13686 -5.02141
C 1.73249 0.19096 -4.28022
O 1.73510 1.08614 -3.19958
C 0.50806 0.99433 -2.43999
H 7.15640 3.93807 -4.76416
H 7.73041 2.71119 -5.87543
H 7.18287 2.24159 -4.27037
H 4.51718 3.90207 -4.35105
H 4.81821 2.31348 -3.74967
H 3.28658 3.33082 -6.17289
H 2.44946 2.72346 -4.70086
H 4.21151 1.08581 -6.43627
H 3.85912 0.21878 -4.21920
H 3.22198 -0.80808 -5.55613
H 1.58625 -0.78370 -3.81468
H 0.90004 0.40519 -4.95046
H -0.42425 1.23664 -2.95005
H 0.53113 1.64080 -1.56268
H 0.44038 -0.02250 -2.05325
C 10.60736 6.19453 8.10014
O 9.59810 5.22468 7.95604
C 8.60530 5.18949 8.96563
C 7.32146 4.45954 8.62160
N 6.46295 5.32057 7.83940
C 5.10248 4.72492 7.59575
C 5.26386 3.63721 6.54542
O 5.71581 4.30044 5.36750
C 5.49489 3.48882 4.16336
H 11.29289 5.87145 8.88358
H 10.10511 7.16161 8.07576
H 11.17660 6.14116 7.17213
H 8.43149 6.17310 9.40196
H 8.95539 4.62348 9.82887
H 6.73034 4.16541 9.48887
H 7.68782 3.61330 8.04043
H 6.89301 5.44532 6.93409
H 4.39890 5.53922 7.42252
H 4.71040 4.30886 8.52380
H 4.27718 3.27932 6.25136
H 5.89796 2.78891 6.80314
H 6.07576 2.56879 4.09837
H 5.75426 4.13989 3.32854
H 4.42642 3.27397 4.14613
C -4.48399 -4.36711 -2.58737
O -5.42652 -5.30257 -3.02793
C -5.76088 -6.21809 -1.95964
C -6.71572 -7.18711 -2.62150
N -7.13600 -8.15624 -1.58684
C -8.15064 -8.99364 -2.23623
C -8.73013 -10.05266 -1.30515
O -9.59144 -9.35994 -0.42037
C -10.48822 -10.20713 0.29772
H -3.70764 -4.84983 -1.99376
H -4.91626 -3.51519 -2.06252
H -3.98409 -3.98632 -3.47799
H -6.18051 -5.70326 -1.09538
H -4.92665 -6.85998 -1.67655
H -6.34164 -7.69486 -3.51051
H -7.54264 -6.54155 -2.91739
H -7.48980 -7.69273 -0.76216
H -7.79774 -9.51801 -3.12427
H -9.06631 -8.45385 -2.47766
H -8.07613 -10.76765 -0.80596
H -9.32706 -10.71323 -1.93396
H -11.19712 -10.60013 -0.43105
H -11.08779 -9.69484 1.05018
H -9.95521 -11.08119 0.67191
C 2.29360 2.56791 1.30458
O 0.98128 1.99212 1.34406
C 0.95171 0.58898 1.74636
C -0.48886 -0.07973 1.82685
N -0.97961 -0.35827 0.46327
C -2.27530 -1.08826 0.49739
C -2.84261 -1.25928 -0.91873
O -3.34125 0.01469 -1.40433
C -3.81483 -0.09029 -2.77236
H 2.88406 2.33222 2.18997
H 2.24333 3.65638 1.27598
H 2.84783 2.20046 0.44092
H 1.29755 0.61131 2.77979
H 1.69164 -0.00720 1.21234
H -1.19046 0.54254 2.38242
H -0.35810 -1.06079 2.28350
H -1.15217 0.52540 0.00560
H -3.03952 -0.63941 1.13188
H -1.99946 -2.07201 0.87718
H -3.63702 -2.00027 -0.82958
H -2.05438 -1.61488 -1.58231
H -3.07879 -0.53610 -3.44139
H -3.99794 0.90759 -3.17086
H -4.71040 -0.70527 -2.86091
C -8.49862 -0.11980 -6.59392
O -7.24528 -0.23180 -7.28442
C -6.88599 0.86381 -8.19564
C -5.31646 0.85921 -8.56058
N -4.44807 1.22123 -7.45800
C -2.96743 1.33119 -7.77097
C -2.26684 1.61451 -6.44063
O -2.70765 2.83002 -5.86479
C -2.14461 3.13535 -4.62338
H -9.36295 -0.37282 -7.20794
H -8.69227 0.79231 -6.02943
H -8.42609 -0.87473 -5.81103
H -7.19618 1.77724 -7.68816
H -7.54939 0.85515 -9.06047
H -5.19073 1.52505 -9.41437
H -5.06625 -0.17135 -8.81242
H -4.66598 2.07157 -6.95847
H -2.68853 2.18603 -8.38706
H -2.54540 0.40817 -8.16849
H -1.19232 1.62232 -6.62351
H -2.34708 0.74568 -5.78734
H -2.54368 4.03855 -4.16177
H -1.05931 3.23582 -4.63427
H -2.37900 2.38884 -3.86451
C 4.00370 -1.64664 -2.08839
O 5.17674 -0.82647 -2.07877
C 5.26661 0.11764 -1.07602
C 6.62653 0.94261 -1.25811
N 6.89797 1.87351 -0.14997
C 8.17659 2.56882 -0.43841
C 8.81462 3.26434 0.77476
O 7.85591 4.08716 1.48748
C 8.44022 5.10430 2.23871
H 3.98490 -2.22697 -1.16590
H 4.08668 -2.32825 -2.93492
H 3.11170 -1.02148 -2.04824
H 5.18413 -0.54961 -0.21807
H 4.39783 0.76799 -0.97417
H 6.56708 1.29100 -2.28922
H 7.37557 0.15298 -1.31768
H 6.12447 2.50895 -0.01579
H 7.95533 3.22308 -1.28167
H 8.85280 1.78209 -0.77292
H 9.61325 3.82311 0.28684
H 9.25813 2.54637 1.46462
H 9.05857 4.72376 3.05169
H 7.56748 5.64148 2.60999
H 8.99510 5.84406 1.66166
*
```

## Properties
**LUMO energy**: 0.0204 Ha
**Frontier orbital gap**: 8.35 eV
**ΔE to the lowest compared entry with this formula, charge and spin**: 93.8 kcal/mol
**Highest occupied orbital energy**: -7.80 eV
**Strongest force on any atom**: 2.9 eV Å⁻¹